Formula: C12H25N2O3Si
Source: the OMol25 dataset
Level of theory: the ωB97M-V functional and the def2-TZVPD basis

Cartesian coordinates (Å):
C: 5.007802 -2.137825 1.116801
C: 5.495776 -1.515261 -0.231772
O: 4.689910 -0.396845 -0.585348
C: 3.580528 -0.724680 -1.402465
C: 2.245866 -0.492740 -0.678436
O: 1.719104 0.789986 -1.118129
C: 1.437150 1.622617 -0.123902
N: 2.359083 2.074505 0.788014
C: 1.781253 2.892582 1.668084
N: 0.519659 2.947107 1.291270
C: 0.229276 2.166009 0.189036
C: -1.095689 1.981516 -0.456602
C: -2.097211 1.181960 0.424580
O: -2.238302 -0.144818 -0.035970
Si: -3.832631 -0.668508 -0.238930
C: -3.885389 -2.554071 -0.380299
C: -4.975555 -0.234179 1.194992
C: -4.660492 0.011250 -1.803973
H: 4.127661 -1.590309 1.457441
H: 5.775391 -2.085388 1.892463
H: 4.792962 -3.198747 0.961717
H: 5.501702 -2.299598 -0.994837
H: 6.535407 -1.212593 -0.085691
H: 3.624349 -1.727051 -1.839944
H: 3.593621 -0.023931 -2.247908
H: 2.372958 -0.565034 0.404221
H: 1.525136 -1.263441 -0.969869
H: 3.342239 1.828096 0.832109
H: 2.219492 3.400474 2.510374
H: -0.176091 3.511213 1.762094
H: -1.549851 2.962445 -0.638001
H: -0.972702 1.465612 -1.409721
H: -3.057232 1.717760 0.425120
H: -1.766480 1.165917 1.475315
H: -4.730288 -2.826742 -1.020681
H: -2.987876 -2.973845 -0.845234
H: -4.044851 -2.983050 0.613485
H: -5.970379 -0.589383 0.889614
H: -4.737763 -0.780347 2.113406
H: -5.082863 0.839632 1.378780
H: -5.219556 -0.800772 -2.276710
H: -3.977006 0.487721 -2.511452
H: -5.418122 0.742756 -1.493041

Forces on atoms 1 to 2 (eV/Å):
0.4 -0.1 -0.7
0.1 -0.6 1.5

Calculated values
Structure (SMILES) = CCOCCOc1[nH]c[nH+]c1CCO[Si](C)(C)C
E_LUMO = -2.77 eV
Charge = +1
Multiplicity = 1
Gap between HOMO and LUMO = 9.655 eV